# 1
Molecular formula: C24H66F6NO26S2Tl
Method: DFT, ωB97M-V/def2-TZVPD

CARTESIAN COORDINATES (ANGSTROEM)
Tl1 -2.452 1.311 -1.120
C1 0.422 -1.789 1.352
F1 -0.794 -2.209 1.229
F2 0.838 -1.917 2.652
F3 1.040 -2.428 0.391
S1 0.295 0.111 1.070
O1 -1.076 0.455 1.482
O2 1.414 0.789 1.801
N1 0.172 0.396 -0.633
S2 1.651 0.399 -0.978
O3 2.271 1.737 -0.865
O4 2.547 -0.599 -0.394
C2 1.534 0.000 -2.949
F4 1.090 -1.280 -3.040
F5 0.616 0.782 -3.542
F6 2.778 0.013 -3.519
C3 -1.239 3.740 1.764
C4 -0.612 4.459 0.586
O5 -0.130 3.499 -0.302
O6 -2.375 2.910 1.538
H1 -1.545 4.505 2.478
H2 -0.556 3.075 2.292
H3 0.252 5.038 0.914
H4 -1.301 5.067 0.000
H5 0.531 3.917 -0.859
H6 -2.611 2.685 2.441
C5 -2.872 4.810 -2.701
C6 -1.502 4.425 -3.301
O7 -1.249 3.025 -3.210
O8 -3.126 4.318 -1.408
H7 -3.695 4.447 -3.315
H8 -3.041 5.885 -2.636
H9 -0.627 4.818 -2.784
H10 -1.476 4.753 -4.340
H11 -0.537 3.022 -3.855
H12 -4.000 4.628 -1.160
C7 3.213 4.034 3.219
C8 3.000 2.640 3.979
O9 3.598 1.524 3.300
O10 2.956 3.908 1.809
H13 4.259 4.243 3.445
H14 2.616 4.868 3.587
H15 1.927 2.557 4.155
H16 3.429 2.917 4.942
H17 3.145 1.507 2.454
H18 3.750 3.755 1.291
C9 1.554 -5.507 -0.848
C10 2.379 -4.877 -1.952
O11 2.441 -3.462 -2.099
O12 0.291 -4.963 -0.981
H19 1.843 -5.249 0.171
H20 1.542 -6.597 -0.835
H21 2.057 -5.233 -2.930
H22 3.439 -5.128 -1.908
H23 1.526 -3.179 -2.023
H24 -0.291 -5.411 -0.364
C11 -3.482 -3.739 2.170
C12 -4.158 -4.042 0.822
O13 -3.121 -4.169 -0.110
O14 -2.810 -4.755 2.794
H25 -4.243 -3.341 2.842
H26 -2.799 -2.905 2.017
H27 -4.885 -3.288 0.518
H28 -4.640 -5.016 0.903
H29 -2.478 -4.795 0.231
H30 -2.575 -4.343 3.628
C13 0.316 -4.118 4.931
C14 -0.917 -3.177 5.100
O15 -2.105 -3.881 5.111
O16 0.603 -4.854 6.059
H31 1.165 -3.450 4.787
H32 0.339 -4.709 4.015
H33 -0.864 -2.421 4.317
H34 -0.848 -2.628 6.039
H35 -2.176 -4.481 5.856
H36 1.127 -5.639 5.889
C15 5.182 -3.080 0.468
C16 4.293 -3.551 1.648
O17 4.671 -4.891 2.063
O18 6.547 -2.752 0.887
H37 4.712 -2.186 0.058
H38 5.103 -3.808 -0.340
H39 3.283 -3.667 1.257
H40 4.358 -2.897 2.518
H41 4.752 -5.421 1.267
H42 7.013 -3.590 0.842
C17 3.020 4.646 -2.137
C18 3.110 3.683 -3.379
O19 3.126 4.497 -4.537
O20 1.673 5.006 -1.862
H43 3.603 5.566 -2.177
H44 3.391 4.117 -1.259
H45 2.406 2.851 -3.356
H46 4.136 3.315 -3.392
H47 4.001 4.888 -4.481
H48 1.397 5.753 -2.397
C19 -2.210 0.693 4.171
C20 -2.963 -0.046 5.324
O21 -2.242 0.165 6.514
O22 -2.385 2.074 4.210
H49 -2.715 0.392 3.253
H50 -1.153 0.432 4.122
H51 -2.942 -1.121 5.148
H52 -4.003 0.124 5.604
H53 -1.367 -0.223 6.446
H54 -1.879 2.428 4.945
C21 -1.752 -1.760 -3.541
C22 -1.651 -2.280 -2.068
O23 -2.677 -1.690 -1.310
O24 -1.745 -0.343 -3.525
H55 -2.700 -2.097 -3.960
H56 -0.967 -2.078 -4.227
H57 -0.700 -1.983 -1.625
H58 -1.585 -3.363 -2.169
H59 -3.167 -2.391 -0.874
H60 -1.577 0.060 -4.380
C23 -3.150 2.796 -6.880
C24 -2.678 1.438 -6.541
O25 -1.612 1.451 -5.563
O26 -3.692 3.521 -5.793
H61 -4.033 2.622 -7.495
H62 -2.479 3.480 -7.399
H63 -2.474 0.874 -7.451
H64 -3.441 0.803 -6.092
H65 -0.753 1.719 -5.895
H66 -3.841 4.434 -6.049

Computed properties:
multiplicity = 2
total energy = -123333.7751 eV
LUMO energy (alpha / beta) = -2.1 / -8.0 eV
charge = +1
⟨S²⟩ = 0.755
frontier orbital gap (alpha / beta) = 9.11 / 3.15 eV

***

# 2
Molecular formula: C24H66N6O6
Method: DFT, ωB97M-V/def2-TZVPD

CARTESIAN COORDINATES (ANGSTROEM)
C1 1.137 1.115 -6.488
C2 1.427 0.235 -5.224
C3 2.962 0.017 -4.895
O1 3.191 -0.786 -3.773
C4 4.566 -1.069 -3.468
N1 0.807 0.870 -4.039
H1 1.983 1.691 -6.864
H2 0.209 1.682 -6.418
H3 0.902 0.352 -7.230
H4 0.956 -0.744 -5.310
H5 3.551 0.934 -4.901
H6 3.308 -0.527 -5.774
H7 5.062 -1.609 -4.275
H8 4.690 -1.825 -2.693
H9 4.973 -0.105 -3.162
H10 -0.159 1.131 -4.173
H11 1.309 1.661 -3.662
C5 8.356 -5.079 4.710
C6 8.169 -4.304 6.016
C7 7.862 -5.217 7.246
O2 6.660 -5.946 7.023
C8 6.859 -7.304 7.382
N2 9.328 -3.519 6.372
H12 8.775 -4.399 3.969
H13 7.364 -5.433 4.428
H14 9.051 -5.919 4.707
H15 7.291 -3.675 5.867
H16 7.559 -4.590 8.085
H17 8.645 -5.901 7.573
H18 7.517 -7.426 8.243
H19 7.298 -7.854 6.549
H20 5.845 -7.661 7.562
H21 8.994 -2.574 6.249
H22 9.279 -3.425 7.377
C9 -10.732 -3.746 -4.014
C10 -10.749 -4.543 -5.353
C11 -9.318 -4.865 -6.009
O3 -8.572 -3.702 -6.050
C12 -7.322 -4.065 -6.407
N3 -11.676 -5.656 -5.241
H23 -11.744 -3.348 -3.932
H24 -10.161 -2.827 -3.884
H25 -10.451 -4.345 -3.147
H26 -11.420 -4.008 -6.025
H27 -9.358 -5.332 -6.993
H28 -8.985 -5.644 -5.323
H29 -6.810 -3.109 -6.513
H30 -7.319 -4.503 -7.405
H31 -6.943 -4.758 -5.656
H32 -11.430 -6.176 -4.411
H33 -11.534 -6.207 -6.076
C13 4.709 6.232 0.437
C14 5.818 7.317 0.496
C15 5.508 8.722 0.005
O4 4.333 9.226 0.578
C16 3.634 10.124 -0.304
N4 6.471 7.264 1.787
H34 5.081 5.219 0.283
H35 3.909 6.409 -0.282
H36 4.103 6.212 1.343
H37 6.539 6.958 -0.238
H38 5.438 8.686 -1.082
H39 6.276 9.466 0.215
H40 4.200 10.964 -0.706
H41 2.860 10.512 0.358
H42 3.062 9.672 -1.115
H43 6.580 6.301 2.069
H44 7.419 7.603 1.700
C17 -6.405 3.402 -0.975
C18 -6.453 4.947 -0.859
C19 -5.698 5.691 -2.032
O5 -4.249 5.598 -2.006
C20 -3.733 6.419 -0.959
N5 -7.776 5.338 -0.793
H45 -5.397 3.127 -0.664
H46 -6.510 2.941 -1.957
H47 -7.111 2.871 -0.337
H48 -6.065 5.266 0.108
H49 -5.941 6.747 -1.917
H50 -5.990 5.302 -3.008
H51 -3.916 5.906 -0.015
H52 -4.137 7.429 -0.894
H53 -2.675 6.264 -1.173
H54 -8.314 5.399 -1.646
H55 -8.239 4.655 -0.212
C21 0.406 -2.804 6.896
C22 -0.191 -3.570 5.718
C23 0.294 -3.099 4.301
O6 -0.460 -3.922 3.361
C24 -0.335 -3.652 1.940
N6 0.065 -5.030 5.868
H56 1.476 -2.599 6.931
H57 -0.038 -3.243 7.789
H58 -0.017 -1.818 6.703
H59 -1.280 -3.577 5.654
H60 1.375 -3.176 4.187
H61 0.015 -2.057 4.148
H62 -0.718 -2.685 1.612
H63 -0.832 -4.445 1.381
H64 0.655 -3.952 1.597
H65 1.014 -5.107 6.206
H66 0.033 -5.419 4.936

Computed properties:
total energy = -47176.1395 eV
ΔE to the lowest compared entry with this formula, charge and spin = 128.61 kcal per mole
LUMO energy = 0.7 eV
charge = 0
frontier orbital gap = 9.45 eV
SMILES = COC[C@H](C)N.COC[C@H](C)N.COC[C@H](C)N.COC[C@H](C)N.COC[C@H](C)N.COC[C@H](C)N

***

# 3
Molecular formula: C24H67F3O31P7S
Method: DFT, ωB97M-V/def2-TZVPD

CARTESIAN COORDINATES (ANGSTROEM)
O1 -2.641 7.871 12.602
S1 -2.971 6.507 13.001
O2 -3.694 6.397 14.260
O3 -3.494 5.669 11.927
C1 -1.359 5.814 13.407
C2 -0.239 6.028 12.398
C3 -0.259 5.231 11.126
F1 0.919 5.409 10.449
F2 -1.220 5.547 10.258
F3 -0.345 3.901 11.364
H1 -1.474 4.763 13.666
H2 -1.064 6.335 14.317
H3 -0.146 7.082 12.148
H4 0.696 5.727 12.877
C4 -0.383 3.230 8.301
O4 -0.254 2.255 7.238
P1 1.176 1.692 6.893
O5 1.867 0.901 7.906
O6 2.061 2.934 6.438
C5 1.535 3.884 5.504
O7 0.773 0.940 5.557
C6 1.787 0.308 4.759
H5 -1.234 2.946 8.912
H6 0.511 3.270 8.917
H7 -0.569 4.204 7.854
H8 1.470 4.853 5.996
H9 0.550 3.594 5.140
H10 2.221 3.951 4.661
H11 2.755 0.267 5.253
H12 1.881 0.860 3.825
H13 1.457 -0.708 4.548
C7 -1.616 0.079 3.671
O8 -1.005 -0.162 2.383
P2 -1.106 0.960 1.275
O9 -0.441 2.228 1.548
O10 -2.650 1.168 0.967
C8 -3.507 0.036 0.765
O11 -0.526 0.116 0.060
C9 -0.488 0.755 -1.231
H14 -0.875 -0.182 4.417
H15 -1.903 1.120 3.803
H16 -2.490 -0.564 3.771
H17 -4.267 0.031 1.544
H18 -2.947 -0.900 0.797
H19 -3.999 0.131 -0.202
H20 -0.738 1.813 -1.166
H21 -1.196 0.252 -1.889
H22 0.517 0.655 -1.632
C10 1.912 1.452 -6.836
O12 2.125 0.284 -6.023
P3 2.779 0.481 -4.599
O13 2.046 1.284 -3.627
O14 4.230 1.082 -4.849
C11 5.096 0.504 -5.835
O15 2.988 -1.047 -4.243
C12 3.616 -1.355 -2.988
H23 0.912 1.387 -7.256
H24 1.998 2.375 -6.263
H25 2.637 1.456 -7.648
H26 5.293 1.250 -6.603
H27 4.653 -0.380 -6.293
H28 6.030 0.231 -5.350
H29 3.719 -0.467 -2.364
H30 4.597 -1.785 -3.183
H31 2.995 -2.083 -2.471
C13 0.075 -1.190 -8.794
O16 0.920 -1.496 -9.915
P4 0.907 -0.484 -11.129
O17 1.347 0.879 -10.855
O18 -0.575 -0.493 -11.711
C14 -1.243 -1.735 -11.968
O19 1.782 -1.336 -12.132
C15 2.016 -0.792 -13.441
H32 0.667 -1.314 -7.891
H33 -0.293 -0.165 -8.844
H34 -0.766 -1.881 -8.776
H35 -2.122 -1.794 -11.328
H36 -0.596 -2.590 -11.776
H37 -1.557 -1.746 -13.009
H38 1.681 0.242 -13.511
H39 1.488 -1.402 -14.173
H40 3.085 -0.835 -13.633
C16 3.042 0.165 0.753
O20 3.530 -1.133 1.138
P5 4.690 -1.197 2.212
O21 4.413 -0.608 3.515
O22 5.962 -0.507 1.542
C17 6.360 -0.863 0.216
O23 4.956 -2.753 2.157
C18 5.990 -3.282 3.003
H41 1.956 0.124 0.747
H42 3.364 0.938 1.450
H43 3.407 0.399 -0.248
H44 6.280 0.017 -0.420
H45 5.741 -1.664 -0.191
H46 7.398 -1.191 0.244
H47 6.351 -2.534 3.709
H48 6.812 -3.626 2.376
H49 5.573 -4.120 3.554
C19 -8.975 0.497 -3.129
O24 -8.285 -0.753 -2.967
P6 -6.742 -0.706 -2.632
O25 -6.348 -0.050 -1.391
O26 -6.032 -0.016 -3.881
C20 -6.341 -0.441 -5.213
O27 -6.442 -2.253 -2.755
C21 -5.089 -2.690 -2.547
H50 -9.909 0.431 -2.580
H51 -8.389 1.330 -2.742
H52 -9.183 0.652 -4.187
H53 -6.786 0.395 -5.750
H54 -7.031 -1.285 -5.219
H55 -5.414 -0.730 -5.704
H56 -4.463 -1.885 -2.164
H57 -4.689 -3.049 -3.494
H58 -5.107 -3.502 -1.825
C22 -1.756 -3.540 2.444
O28 -1.731 -4.589 1.457
P7 -0.345 -5.312 1.228
O29 0.193 -6.116 2.318
O30 0.673 -4.167 0.808
C23 0.298 -3.206 -0.188
O31 -0.725 -6.089 -0.102
C24 0.300 -6.880 -0.716
H59 -2.630 -3.689 3.073
H60 -0.860 -3.551 3.065
H61 -1.825 -2.580 1.936
H62 0.249 -2.220 0.270
H63 -0.669 -3.443 -0.634
H64 1.060 -3.209 -0.966
H65 1.177 -6.968 -0.075
H66 0.582 -6.418 -1.662
H67 -0.106 -7.872 -0.901

Computed properties:
total energy = -173476.2045 eV
LUMO energy = 0.8 eV
charge = -1
frontier orbital gap = 5.82 eV

***

# 4
Molecular formula: C24H67N6O7
Method: DFT, ωB97M-V/def2-TZVPD

CARTESIAN COORDINATES (ANGSTROEM)
O1 0.343 -0.175 0.156
H1 0.913 -1.079 0.295
C1 -2.703 -1.262 -2.454
C2 -2.569 0.253 -1.903
C3 -3.658 1.157 -2.377
O2 -3.615 1.490 -3.754
C4 -4.877 2.039 -4.286
N1 -2.427 0.250 -0.403
H2 -3.651 -1.664 -2.055
H3 -2.028 -1.893 -2.225
H4 -2.738 -0.906 -3.603
H5 -1.749 0.558 -2.287
H6 -3.652 2.147 -1.906
H7 -4.650 0.443 -2.099
H8 -4.752 2.366 -5.265
H9 -5.019 2.842 -3.471
H10 -5.706 1.499 -4.205
H11 -2.519 1.289 -0.243
H12 -1.485 -0.200 -0.229
C5 0.238 1.637 4.211
C6 -0.679 0.499 3.874
C7 -1.930 0.915 3.013
O3 -2.813 1.704 3.810
C8 -3.873 2.279 3.211
N2 0.053 -0.593 3.135
H13 0.630 2.227 3.477
H14 1.063 1.383 4.897
H15 -0.375 2.373 4.688
H16 -1.274 0.092 4.668
H17 -2.563 0.222 2.768
H18 -1.750 1.312 2.070
H19 -3.601 2.879 2.281
H20 -4.356 3.041 3.917
H21 -4.621 1.498 2.896
H22 0.228 -0.306 2.105
H23 -0.568 -1.344 3.091
C9 1.359 -2.298 -2.367
C10 2.173 -1.029 -2.544
C11 2.997 -0.808 -3.889
O4 3.862 -1.861 -4.174
C12 4.618 -1.527 -5.414
N3 1.517 0.228 -2.229
H24 1.629 -3.084 -2.915
H25 0.372 -2.095 -2.835
H26 1.090 -2.506 -1.237
H27 2.979 -1.053 -1.670
H28 3.475 0.177 -3.696
H29 2.234 -0.661 -4.642
H30 5.505 -2.194 -5.524
H31 5.139 -0.679 -5.407
H32 3.879 -1.425 -6.240
H33 2.224 0.738 -1.953
H34 1.031 0.128 -1.361
C13 0.097 -3.854 1.055
C14 -1.204 -3.289 0.413
C15 -2.392 -4.267 0.286
O5 -2.190 -5.374 -0.503
C16 -3.393 -6.013 -0.793
N4 -1.706 -2.074 0.996
H35 0.448 -4.731 0.615
H36 -0.333 -3.784 2.188
H37 0.746 -3.070 1.136
H38 -0.735 -2.826 -0.379
H39 -3.222 -3.760 -0.009
H40 -2.775 -4.617 1.314
H41 -3.131 -6.973 -1.335
H42 -3.794 -5.167 -1.599
H43 -4.136 -6.049 -0.063
H44 -2.546 -1.634 0.601
H45 -0.894 -1.324 0.881
C17 0.794 5.013 0.793
C18 0.206 3.749 0.306
C19 -0.673 3.974 -1.048
O6 -1.691 4.796 -0.777
C20 -2.167 5.423 -1.914
N5 1.161 2.659 0.106
H46 1.642 5.477 0.215
H47 1.189 4.965 1.951
H48 0.076 5.950 0.953
H49 -0.547 3.295 1.047
H50 -0.751 3.114 -1.660
H51 -0.077 4.527 -1.622
H52 -2.149 4.939 -2.826
H53 -1.467 6.112 -2.268
H54 -3.025 6.088 -1.573
H55 0.692 1.893 -0.047
H56 1.945 2.554 0.937
C21 4.498 -0.283 0.900
C22 3.363 -0.777 1.877
C23 4.138 -0.910 3.249
O7 5.135 -2.096 3.176
C24 5.817 -2.024 4.418
N6 2.466 0.268 2.096
H57 3.934 -0.258 -0.190
H58 5.203 -0.945 0.774
H59 5.014 0.621 1.149
H60 3.024 -1.681 1.427
H61 3.523 -1.309 4.054
H62 4.654 0.084 3.553
H63 6.780 -1.380 4.307
H64 6.119 -2.903 4.781
H65 5.260 -1.451 5.166
H66 1.885 -0.180 2.655
H67 1.837 0.481 1.521

Computed properties:
total energy = -49232.1224 eV
ΔE to the lowest compared entry with this formula, charge and spin = 240.07 kcal per mole
LUMO energy = 2.6 eV
charge = -1
frontier orbital gap = 7.88 eV

***

Number 4 is which compound? C24H67N6O7

***

Which of these has the highest charge? C24H66F6NO26S2Tl